The following is a quantum chemistry calculation of 3 unconnected molecules or ions with the total composition C17H17BF17N2O6 at a distorted geometry, from the OMol25 dataset.

Each line ends with the Löwdin charge.
Geometry (Å):
1 N 5.14 5.87 1.12  0.020
2 C 5.22 4.77 0.12  -0.179
3 C 4.14 4.86 -0.99  -0.016
4 C 3.24 3.72 -1.28  0.007
5 C 3.31 2.38 -0.45  -0.385
6 O 4.14 1.56 -0.62  0.215
7 O 2.31 2.25 0.56  0.101
8 F 1.71 3.50 0.66  -0.003
9 C 2.22 3.78 -2.33  0.070
10 C 2.12 5.01 -3.09  0.024
11 N 2.96 6.06 -2.81  0.128
12 C 3.93 6.04 -1.83  0.026
13 B 4.80 7.40 -1.62  -0.520
14 O 4.04 8.59 -1.45  0.140
15 O 6.19 7.43 -1.58  0.177
16 H 4.88 5.52 2.04  0.086
17 H 6.07 6.28 1.20  0.085
18 H 5.07 3.81 0.70  0.128
19 H 6.27 4.69 -0.28  0.151
20 H 1.55 2.92 -2.50  0.145
21 H 1.35 5.10 -3.88  0.154
22 H 2.83 6.90 -3.39  0.184
23 H 3.43 8.41 -0.70  0.124
24 H 6.41 8.07 -0.88  0.137
25 C 1.13 -1.29 0.54  -0.053
26 C -0.41 -1.38 0.44  -0.432
27 C -1.18 -1.20 1.75  -0.299
28 F -0.85 -2.13 2.67  0.098
29 F -2.52 -1.33 1.56  0.095
30 F -0.74 -2.53 -0.18  0.127
31 F -0.80 -0.38 -0.41  0.097
32 O 1.85 -2.52 0.63  0.042
33 C 1.97 -3.13 1.89  -0.515
34 C 1.22 -4.47 1.97  -0.276
35 F -0.08 -4.33 1.67  0.092
36 F 1.29 -4.96 3.23  0.106
37 F 1.61 -2.26 2.85  0.138
38 F 3.29 -3.36 2.07  0.151
39 H 1.47 -0.86 -0.40  0.142
40 H 1.45 -0.58 1.31  0.137
41 H -1.01 -0.21 2.18  0.174
42 H 1.66 -5.20 1.29  0.178
43 C -5.04 -5.37 0.98  -0.043
44 C -4.71 -5.86 -0.44  -0.437
45 C -4.12 -4.81 -1.39  -0.300
46 F -4.93 -3.76 -1.57  0.093
47 F -3.89 -5.35 -2.61  0.094
48 F -5.81 -6.43 -0.99  0.131
49 F -3.79 -6.86 -0.31  0.106
50 O -6.39 -4.98 1.25  0.043
51 C -6.75 -3.67 0.88  -0.514
52 C -7.79 -3.63 -0.25  -0.277
53 F -7.37 -4.30 -1.34  0.097
54 F -8.02 -2.35 -0.63  0.097
55 F -5.64 -2.97 0.61  0.126
56 F -7.29 -3.11 1.99  0.147
57 H -4.88 -6.22 1.64  0.150
58 H -4.33 -4.61 1.33  0.142
59 H -3.16 -4.44 -1.00  0.169
60 H -8.73 -4.08 0.08  0.177

For the molecular weight, the calculation gives 679.11 g mol⁻¹. Its net charge is +1. The LUMO energy is -0.19130 hartree. As for the largest force on an atom: 2.72 eV/Å. The calculation puts the total energy at -80034.7282 eV. The multiplicity is 1.

---

The following is a quantum chemistry calculation of a molecular structure, C17H17Br2CrNO at a distorted geometry, from the OMol25 dataset.

Each line ends with the Löwdin spin population.
Geometry (Å):
1 C -2.01 -0.83 -2.41  -0.002
2 C 1.47 -0.36 -1.95  0.417
3 C -0.99 0.33 -2.17  0.004
4 H -2.56 -0.93 -1.46  0.001
5 C 1.35 1.19 -1.63  0.087
6 H 2.53 -0.63 -1.88  0.021
7 H -0.52 0.33 -3.18  0.003
8 H 2.33 1.58 -1.34  0.008
9 C -1.08 1.82 -1.95  0.021
10 H -1.47 2.06 -0.95  0.003
11 H -1.74 2.32 -2.67  0.005
12 C -0.89 -1.95 -2.44  0.022
13 H -1.14 -2.57 -3.31  0.000
14 H -0.94 -2.59 -1.54  0.003
15 C 0.66 -1.43 -2.67  0.104
16 H 0.72 -1.24 -3.76  0.036
17 H 1.21 -2.39 -2.58  0.002
18 C 0.43 2.22 -2.24  0.043
19 H 0.58 2.28 -3.34  0.005
20 H 0.63 3.25 -1.92  0.003
21 Cr 0.36 0.07 -0.68  3.102
22 H -2.76 -0.96 -3.20  -0.002
23 Br 0.77 -4.38 2.25  0.000
24 C 0.51 -2.56 2.69  0.000
25 C 0.30 -2.19 4.01  0.000
26 C 0.11 -0.87 4.40  0.000
27 Br -0.22 -0.48 6.24  0.000
28 C 0.15 0.19 3.45  0.002
29 C 0.02 1.57 3.75  0.002
30 C 0.05 2.52 2.75  0.002
31 C 0.16 2.11 1.42  0.011
32 N 0.30 0.80 1.14  0.035
33 C 0.32 -0.17 2.09  0.013
34 C 0.47 -1.55 1.64  0.008
35 O 0.53 -1.81 0.38  0.039
36 H 0.28 -2.96 4.77  0.000
37 H -0.08 1.84 4.79  0.000
38 H -0.02 3.58 2.96  0.000
39 H 0.16 2.79 0.56  0.002

For the molecular weight, the calculation gives 463.13 g mol⁻¹. The LUMO energy (alpha / beta) is -0.02741 / -0.06166 hartree. Its energy above the lowest of the compared OMol25 structures with the same formula, charge and spin is 0.0 kcal/mol. As for the largest force on an atom: 11.69 eV/Å. The calculation puts the total energy at -189941.7472 eV. The multiplicity is 5. Its expectation value of S² is 6.05.

---

The following is a quantum chemistry calculation of a molecular structure, C17H17BrN3O7W at a distorted geometry, from the OMol25 dataset.

Each line ends with the Löwdin charge.
Geometry (Å):
1 W 0.13 -0.45 -0.06  2.071
2 O -2.02 -1.31 0.69  -0.135
3 C -2.29 -2.67 0.23  -0.115
4 C -1.73 -2.77 -1.18  -0.092
5 N -0.30 -2.36 -1.13  -0.212
6 C 0.24 -2.00 -2.47  -0.002
7 C 1.19 -0.83 -2.19  -0.531
8 O 1.34 0.14 -2.86  0.215
9 O 1.69 -0.93 -0.96  -0.105
10 C 0.55 -3.39 -0.45  0.007
11 C 1.28 -2.75 0.75  -0.482
12 O 2.30 -3.10 1.23  0.272
13 O 0.58 -1.67 1.20  -0.154
14 H -2.68 -1.14 1.39  0.150
15 H -3.37 -2.86 0.21  0.163
16 H -1.83 -3.37 0.94  0.142
17 H -2.28 -2.06 -1.81  0.151
18 H -1.86 -3.78 -1.58  0.172
19 H -0.56 -1.66 -3.16  0.168
20 H 0.74 -2.83 -2.98  0.174
21 H 1.30 -3.83 -1.11  0.170
22 H -0.05 -4.22 -0.07  0.164
23 O -2.07 2.29 -1.57  0.278
24 C -1.06 1.69 -1.40  -0.413
25 O -1.03 0.33 -1.19  -0.165
26 C 0.35 2.21 -1.31  -0.157
27 C 0.85 3.26 -2.07  0.086
28 C 2.22 3.53 -2.00  0.064
29 C 3.01 2.80 -1.12  0.047
30 C 2.42 1.80 -0.35  -0.038
31 N 1.11 1.48 -0.45  -0.029
32 H 0.20 3.82 -2.73  0.158
33 H 2.65 4.30 -2.63  0.150
34 H 4.07 2.99 -1.04  0.146
35 H 3.01 1.23 0.36  0.146
36 Br 1.61 1.88 5.00  0.919
37 C 0.24 1.68 3.74  -0.618
38 C -1.01 2.31 3.90  -0.007
39 C -1.98 2.14 2.92  0.028
40 C -1.69 1.37 1.80  -0.076
41 N -0.50 0.74 1.64  -0.107
42 C 0.44 0.89 2.60  -0.141
43 H -1.21 2.91 4.77  0.141
44 H -2.94 2.62 3.02  0.146
45 H -2.43 1.25 1.01  0.130
46 H 1.38 0.34 2.47  0.121

For the molecular weight, the calculation gives 639.08 g mol⁻¹. Its net charge is +3. The LUMO energy is -0.47627 hartree. As for the largest force on an atom: 4.56 eV/Å. The calculation puts the total energy at -108547.0385 eV. The multiplicity is 1.